10
Properties=species:S:1:pos:R:3 method="wB97M-V/def2-TZVPD" multiplicity=1 relative_energy_ev=1.058 homo_energy_ha=-0.32988 orbital_gap_ev=9.21 smiles="FCC(=S)NS" max_force_ev_per_a=4.380
F -0.69756 1.10144 -1.65387
C 0.41855 1.19294 -0.61506
C 0.46470 0.05444 0.31389
S 1.44913 -0.47041 1.44997
N -0.66753 -0.64026 0.05707
S -0.96095 -2.36962 0.51949
H 0.07677 1.98611 0.04079
H 1.34041 1.39475 -1.14183
H -1.33139 -0.20825 -0.48758
H -0.09212 -2.04114 1.51713

=====

15
Properties=species:S:1:pos:R:3 method="wB97M-V/def2-TZVPD" multiplicity=1 relative_energy_ev=0.461 homo_energy_ha=-0.32985 orbital_gap_ev=9.91 smiles=NCN.CS max_force_ev_per_a=1.218
N 2.03477 0.87235 1.78753
C 0.69118 0.98089 1.11916
N 0.77967 1.31021 -0.29103
H 2.02266 1.45095 2.60925
H 2.15721 -0.07690 2.13166
H 0.18457 1.78587 1.64538
H 0.14260 0.04422 1.19203
H 1.26473 0.57214 -0.78282
H 1.36503 2.12977 -0.39460
C -1.57203 -1.07982 -1.59851
S -1.45993 -2.85200 -1.26797
H -2.25293 -0.85999 -2.41038
H -0.62280 -0.59450 -1.79544
H -1.96306 -0.59926 -0.71028
H -2.77166 -3.08393 -1.23399

=====

9
Properties=species:S:1:pos:R:3 method="wB97M-V/def2-TZVPD" multiplicity=1 relative_energy_ev=3.475 homo_energy_ha="-0.30819 / -0.29516" orbital_gap_ev="8.40 / 8.14" smiles="C=NSC" max_force_ev_per_a=7.578
C 2.31600 0.03278 -0.16232
N 0.81386 -0.08575 0.38552
S -0.28519 0.71249 -0.43331
C -1.83981 -0.11749 0.06391
H 3.08415 -0.34039 0.59104
H 2.38497 0.77171 -0.93604
H -1.68795 -1.29131 -0.00502
H -2.65272 0.11299 -0.56798
H -2.13332 0.20496 1.06420

=====

64
Properties=species:S:1:pos:R:3 method="wB97M-V/def2-TZVPD" multiplicity=1 relative_energy_ev=0.000 homo_energy_ha=-0.33054 orbital_gap_ev=9.00 max_force_ev_per_a=1.455
C 2.96427 1.31402 -0.62390
C 2.97318 -0.19210 -0.86981
I 2.37614 -0.40311 -2.94774
C 2.02202 -1.04268 -0.01158
I 2.41605 -3.12707 -0.55167
C 2.22572 -0.94851 1.54250
C 3.66341 -1.31453 1.95124
C 4.37360 -0.29213 2.83845
O 4.84670 0.81683 2.09483
C 5.57050 -0.95173 3.56995
F 5.19759 -1.31873 4.81025
F 6.59706 -0.11052 3.71275
F 6.03466 -2.04557 2.94433
C 1.69027 0.39266 2.15508
S 0.28581 1.21942 1.32157
O 1.25577 0.01922 3.47921
C 0.44527 -1.05363 3.25637
O -0.58213 -1.27035 3.80772
C 1.13747 -1.90335 2.17958
N 1.62617 -3.14071 2.79867
C 2.00246 -3.16803 3.95857
O 2.36947 -3.18741 5.05380
H 3.71515 1.76641 -1.27515
H 3.23786 1.57993 0.39622
H 2.01014 1.75188 -0.89936
H 3.98150 -0.59911 -0.85036
H 0.98090 -0.89677 -0.27272
H 3.69489 -2.27645 2.45539
H 4.28116 -1.44866 1.06200
H 3.73908 0.10975 3.62772
H 5.00843 0.54376 1.18561
H 2.40917 1.19826 2.26069
H -0.41910 0.20519 0.80181
H 0.36760 -2.20458 1.47109
O -2.51232 5.44310 -0.18772
S -2.98693 4.17165 0.26780
O -2.60944 2.97593 -0.42276
O -4.57058 4.23169 0.38655
C -5.30734 4.68952 -0.77067
C -5.42872 3.62493 -1.84070
C -2.63882 3.98010 1.98045
H -4.84332 5.59780 -1.15705
H -6.28818 4.95951 -0.38484
H -4.46276 3.40311 -2.29193
H -6.10441 3.96848 -2.62442
H -5.81704 2.69891 -1.41696
H -2.96670 4.87254 2.50589
H -1.56215 3.85399 2.07204
H -3.15450 3.09598 2.34547
O -1.64611 -1.19918 -2.28582
S -1.68328 -2.58938 -2.63316
O -0.51090 -3.24224 -3.12562
O -2.88726 -2.84006 -3.63679
C -2.95241 -2.00403 -4.81710
C -1.96884 -2.43114 -5.88599
C -2.32674 -3.51596 -1.28297
H -2.80688 -0.96221 -4.52856
H -3.97545 -2.10730 -5.17255
H -0.94051 -2.25695 -5.57227
H -2.15100 -1.86396 -6.79904
H -2.07402 -3.49437 -6.10087
H -3.24296 -3.04471 -0.93830
H -1.56996 -3.50285 -0.50078
H -2.50872 -4.53452 -1.61442

=====

49
Properties=species:S:1:pos:R:3 method="wB97M-V/def2-TZVPD" multiplicity=2 s_squared=1.181 homo_energy_ha="-0.52662 / -0.52108" orbital_gap_ev="6.24 / 4.92" max_force_ev_per_a=5.570 total_charge=+2
Ir 0.52639 -0.32878 -0.61170
C -2.36943 1.63308 -3.50289
O -1.83199 2.92743 -3.33692
C -1.34805 3.37617 -2.19464
C -1.22959 4.76171 -2.05236
C -0.71631 5.31699 -0.89408
C -0.32130 4.50006 0.15782
C -0.36264 3.10393 0.06733
C 0.02535 2.34558 1.21192
N 0.16909 1.05597 1.23886
N 0.43513 0.39321 2.32952
C 0.44470 -0.94785 2.24203
O 0.18674 -1.55476 1.16973
C 0.85854 -1.66934 3.44370
C 0.76844 -3.06801 3.47461
C 1.31184 -3.76352 4.53404
C 1.92756 -3.07488 5.57830
C 2.00547 -1.68523 5.55933
C 1.45096 -0.97948 4.51196
C -0.84304 2.48443 -1.14781
O -0.79963 1.24470 -1.38932
H -2.91703 1.66316 -4.44529
H -3.03760 1.36619 -2.67926
H -1.58574 0.87089 -3.56696
H -1.59851 5.38221 -2.85713
H -0.64867 6.39033 -0.79677
H 0.03045 4.93886 1.07905
H 0.18080 2.90762 2.13590
H 0.27788 -3.58028 2.65993
H 1.26382 -4.84202 4.55175
H 2.33390 -3.62176 6.41456
H 2.48104 -1.15590 6.37149
H 1.47651 0.09994 4.49384
N 4.42828 -1.30955 1.24792
C 3.26284 -1.82418 0.83300
N 2.64939 -0.92763 0.08688
C 3.50414 0.14167 0.06451
N 4.58556 -0.08200 0.77473
C 3.22612 1.26756 -0.80113
C 4.02310 2.41797 -0.89563
N 3.78602 3.30920 -1.82574
C 2.82540 3.10515 -2.69876
C 1.97851 2.00304 -2.57456
N 2.16504 1.12201 -1.60709
H 5.15939 -1.73841 1.80651
H 2.89147 -2.80334 1.06476
H 4.84117 2.60301 -0.21531
H 2.72161 3.81563 -3.50457
H 1.16972 1.82736 -3.26667

=====

85
Properties=species:S:1:pos:R:3 method="wB97M-V/def2-TZVPD" multiplicity=1 relative_energy_ev=0.146 homo_energy_ha=-0.35867 orbital_gap_ev=5.49 max_force_ev_per_a=0.601 total_charge=+1
Pb -0.05599 0.15403 -0.01917
C -2.95709 4.54344 0.92981
N -2.03407 4.17862 1.99224
C -2.21721 4.90522 3.23829
C -1.10290 3.23370 1.77470
O -0.95287 2.69500 0.67814
C -0.18680 2.85869 2.93653
O 0.52372 1.67529 2.65523
C 0.36726 0.65210 3.60296
C -0.69454 -0.33649 3.14867
O -1.29273 -0.15353 2.07515
N -0.92399 -1.38733 3.92935
C -1.81135 -2.45295 3.46984
C -0.26038 -1.58197 5.21466
H -3.98490 4.41066 1.27096
H -2.82128 5.59178 0.65425
H -2.78319 3.90308 0.07065
H -3.15577 4.61915 3.71712
H -1.40270 4.73264 3.93217
H -2.25132 5.97503 3.02922
H 0.52425 3.68262 3.07725
H -0.75357 2.75411 3.86218
H 1.32332 0.13588 3.72853
H 0.09281 1.05627 4.58212
H -1.98351 -2.34371 2.40467
H -1.33549 -3.41357 3.66458
H -2.76236 -2.41475 4.00220
H 0.77247 -1.91193 5.08847
H -0.28145 -0.67656 5.81884
H -0.79859 -2.35227 5.76043
N -1.69440 -1.29681 -1.11214
C -2.61162 -1.79112 -1.62745
C -3.69211 -2.30771 -2.31866
C -4.54705 -1.35111 -2.90962
N -5.16276 -0.49753 -3.38674
C -3.82141 -3.70368 -2.50756
N -3.89805 -4.84321 -2.66134
Br 2.37680 -5.17703 4.90238
C 3.05937 -3.74315 3.88273
C 4.35429 -3.28574 4.10433
N 4.88000 -2.26700 3.43515
C 4.12584 -1.66291 2.52184
C 2.82273 -2.05154 2.23687
C 2.27712 -3.12679 2.92786
C 1.99395 -1.29477 1.24984
O 2.46037 -0.30140 0.65589
O 0.78746 -1.68949 1.09116
H 4.97927 -3.76309 4.84991
H 4.56288 -0.82688 1.98984
H 1.26867 -3.45347 2.71061
I 0.32833 4.52969 -1.98403
C -1.40900 3.54013 -2.81273
C -2.25855 4.31171 -3.57293
C -3.37265 3.63484 -4.06505
C -3.53510 2.28883 -3.78755
C -2.57720 1.64162 -3.02009
N -1.51255 2.27995 -2.51699
H -2.07475 5.35474 -3.78453
H -4.09600 4.16447 -4.67062
H -4.37995 1.71721 -4.14798
H -2.66348 0.58996 -2.78894
C 2.26610 -0.44620 -2.76830
C 3.18646 -1.09231 -3.83163
N 2.73020 -2.44551 -4.13643
C 1.31756 -2.38645 -4.51366
C 0.45899 -1.88928 -3.32607
N 1.32210 -1.42910 -2.21780
C 2.09998 -2.59490 -1.74620
C 2.84525 -3.26308 -2.92708
H 1.66585 0.34697 -3.22359
H 2.83788 -0.02073 -1.93866
H 4.21794 -1.14915 -3.47852
H 3.18882 -0.51193 -4.75706
H 1.00261 -3.38049 -4.83255
H 1.22400 -1.72489 -5.37760
H -0.18189 -2.68007 -2.94263
H -0.19190 -1.06217 -3.62094
H 1.41161 -3.28339 -1.25571
H 2.81123 -2.23940 -1.00316
H 2.43499 -4.24931 -3.14922
H 3.90374 -3.39563 -2.69717
I 3.10170 3.01310 -3.66870
C 1.62650 2.81973 -2.17694
H 0.89529 2.04248 -2.39386
H 2.05479 2.67078 -1.19004

=====

9
Properties=species:S:1:pos:R:3 method="wB97M-V/def2-TZVPD" multiplicity=3 s_squared=2.013 relative_energy_ev=3.344 homo_energy_ha="-0.26343 / -0.36600" orbital_gap_ev="7.62 / 8.69" max_force_ev_per_a=4.594
C 1.75302 0.18396 0.42712
C 0.75105 -0.70247 0.05252
N -1.69640 0.26658 -0.43935
O 2.57151 0.73215 -0.22985
O 0.09231 -1.64357 -0.11182
O -0.72369 0.94935 0.10332
H 1.76901 0.12594 1.45753
H -2.41424 -0.17612 0.11122
H -2.10257 0.26419 -1.37069

=====

114
Properties=species:S:1:pos:R:3 method="wB97M-V/def2-TZVPD" multiplicity=7 s_squared=12.681 homo_energy_ha="0.02231 / 0.02225" orbital_gap_ev="3.05 / 3.06" max_force_ev_per_a=6.601 total_charge=-2
Tb 0.34390 0.10320 0.08127
O 1.54655 3.94168 -1.76917
C 0.40651 3.91902 -1.90081
C -0.89176 4.29907 -2.30425
C -0.98287 5.24757 -3.35281
C -2.23369 5.76333 -3.73252
C -3.37422 5.31251 -3.06968
C -3.29659 4.36177 -1.98491
C -2.07954 3.82016 -1.67558
P -2.09341 2.63722 -0.28223
C -3.63131 1.68616 -0.62856
C -3.98183 1.37420 -1.94287
C -5.04931 0.51725 -2.24733
C -5.85478 0.03296 -1.22008
C -5.59195 0.43154 0.08606
C -4.52843 1.25650 0.39221
C -2.40770 3.69890 1.13101
C -3.63033 4.27081 1.47600
C -3.75371 4.96317 2.67149
C -2.65287 5.09873 3.53192
C -1.40198 4.64271 3.11030
C -1.26415 3.96395 1.92102
H -0.11081 5.54865 -3.92809
H -2.35490 6.52342 -4.51828
H -4.36577 5.69107 -3.30642
H -4.19215 4.06742 -1.43621
H -3.41269 1.78871 -2.79010
H -5.28239 0.32294 -3.29383
H -6.70898 -0.62873 -1.40831
H -6.24789 0.10820 0.89150
H -4.36749 1.56267 1.44034
H -4.49151 4.13475 0.82308
H -4.72749 5.34285 2.96631
H -2.79239 5.51362 4.53810
H -0.50961 4.86325 3.69624
H -0.30600 3.51869 1.61784
N -0.63389 0.46351 -2.46817
C 0.48885 0.58198 -3.40384
C 1.85565 0.13108 -2.71339
O 2.65823 -0.50846 -3.37327
O 1.91486 0.50864 -1.49803
H -1.30960 -0.24059 -2.79717
H -1.15907 1.32783 -2.40789
H 0.57974 1.61952 -3.74592
H 0.32950 -0.04476 -4.30489
O 2.61249 -0.58359 1.03348
C 3.51488 0.43182 1.56962
C 2.88928 1.89367 1.24011
O 3.64598 2.79688 1.56285
O 1.72870 1.94240 0.76265
C 3.55331 0.15416 3.06761
C 3.09200 1.02961 4.06913
C 2.99288 0.58056 5.40226
C 3.39234 -0.69706 5.75475
C 3.89783 -1.55493 4.76568
C 3.98468 -1.12238 3.44197
C 4.91086 0.32116 0.96200
C 4.98897 0.00659 -0.39781
C 6.22295 -0.30578 -0.96050
C 7.37076 -0.27873 -0.14921
C 7.30020 0.10788 1.18438
C 6.07088 0.41668 1.73731
H 3.07638 -1.15746 0.38020
H 2.87549 2.06698 3.79478
H 2.62275 1.28656 6.17519
H 3.30255 -1.05190 6.79654
H 4.20935 -2.56865 5.00462
H 4.41278 -1.78208 2.67751
H 4.09567 -0.01162 -1.01997
H 6.34505 -0.56648 -2.00680
H 8.32591 -0.64004 -0.53158
H 8.20182 0.15561 1.79223
H 6.04335 0.72637 2.79470
Cl -3.88937 -3.54842 1.87690
C -3.19204 -1.95468 1.56929
C -2.69139 -1.69832 0.13329
O -3.28133 -2.10301 -0.86192
O -1.57826 -1.04889 0.10307
H -2.38119 -1.81826 2.28537
H -3.93249 -1.21164 1.86581
Cl 0.63263 -2.90270 5.82368
C 0.26670 -3.51786 4.28177
C -0.29063 -4.78841 4.10622
C -0.55585 -5.26866 2.79848
C -0.22590 -4.42526 1.73800
N 0.25899 -3.19215 1.86995
C 0.52314 -2.74610 3.11600
H -0.41609 -5.41783 5.01814
H -1.00449 -6.25744 2.62305
H -0.34952 -4.70207 0.68783
H 0.97303 -1.75248 3.18709
C 1.10962 -3.69455 -5.24925
C -0.27532 -4.20231 -4.83886
C -1.40194 -3.20258 -5.16561
C -0.24462 -4.72937 -3.40322
N 0.30869 -3.74202 -2.44183
C -0.23013 -2.69287 -1.71949
N 0.74925 -2.17110 -1.00078
N 1.86120 -2.96721 -1.16991
N 1.61580 -3.84132 -2.05503
H 1.11887 -3.37217 -6.29044
H 1.86982 -4.47024 -5.15300
H 1.44850 -2.85283 -4.63789
H -0.49413 -5.12722 -5.41866
H -1.29729 -2.36314 -4.48152
H -2.39367 -3.62108 -4.99924
H -1.40812 -2.83232 -6.19414
H 0.41967 -5.62228 -3.37920
H -1.25335 -5.02465 -3.02518
H -1.27210 -2.39811 -1.66349
O -1.88577 0.85087 2.54207
N -0.83922 0.55666 3.10978
O -0.70514 0.47050 4.31227
O 0.20263 0.26863 2.32684

=====

Question: Which of these has the highest multiplicity?
Answer: C47H45Cl2N7O11PTb

=====

Question: Look up the multiplicity of the second one.
Answer: 1